{
  "formula": "C41H71N2O2PS3TeV",
  "method": "ωB97M-V/def2-TZVPD",
  "elements": ["V", "C", "C", "S", "C", "C", "S", "C", "C", "S", "H", "H", "H", "H", "H", "H", "H", "H", "H", "H", "H", "H", "O", "H", "H", "C", "C", "N", "C", "C", "N", "H", "H", "H", "H", "H", "H", "C", "Te", "C", "C", "C", "C", "C", "C", "C", "H", "H", "H", "H", "H", "H", "H", "H", "C", "C", "C", "C", "C", "H", "H", "H", "H", "H", "H", "H", "H", "H", "H", "O", "P", "C", "C", "C", "C", "C", "C", "C", "C", "C", "C", "C", "C", "C", "C", "C", "C", "C", "C", "H", "H", "H", "H", "H", "H", "H", "H", "H", "H", "H", "H", "H", "H", "H", "H", "H", "H", "H", "H", "H", "H", "H", "H", "H", "H", "H", "H", "H", "H", "H", "H", "H"],
  "positions_angstrom": [[-1.0551, 0.4124, 1.2274], [-1.8837, 5.9066, 1.3367], [-2.5825, 5.0303, 2.3754], [-2.0416, 3.2678, 2.3429], [-3.6439, 2.4857, 2.0054], [-4.1609, 2.7368, 0.5948], [-3.0082, 2.1791, -0.7225], [-3.0544, 3.7019, -1.7283], [-2.0294, 4.7596, -1.3052], [-2.7466, 6.0673, -0.2524], [-0.8751, 5.5436, 1.1346], [-1.8029, 6.9326, 1.6994], [-3.6655, 5.0876, 2.2629], [-2.3276, 5.3917, 3.3742], [-4.3682, 2.8370, 2.7431], [-3.4605, 1.4254, 2.1737], [-4.3061, 3.8025, 0.4352], [-5.1128, 2.2236, 0.4397], [-4.0684, 4.0930, -1.6704], [-2.8702, 3.3834, -2.7504], [-1.6257, 5.2605, -2.1847], [-1.2088, 4.3021, -0.7559], [-1.0130, -1.3067, -1.5520], [-0.3024, -1.1119, -0.9206], [-1.7537, -1.5440, -0.9670], [-4.8964, -0.9212, 0.0161], [-3.9543, -1.6065, 0.9439], [-2.6549, -1.7440, 0.7746], [-2.2138, -2.5478, 1.8121], [-3.2538, -2.8893, 2.6079], [-4.3565, -2.2777, 2.0444], [-4.3743, -0.1312, -0.5237], [-5.7394, -0.4847, 0.5544], [-5.2889, -1.6287, -0.7171], [-1.1743, -2.8096, 1.9085], [-3.3092, -3.4703, 3.5114], [-5.2907, -2.2846, 2.4142], [-3.0862, -0.2059, -3.8737], [-1.4243, 1.1190, -3.7217], [-0.9476, 0.3236, -5.6570], [-2.2677, -0.1355, -6.2345], [-2.4553, -0.3109, -7.6026], [-3.6802, -0.7368, -8.0983], [-4.7279, -0.9917, -7.2234], [-4.5460, -0.8207, -5.8581], [-3.3208, -0.3947, -5.3543], [-3.9534, 0.2133, -3.3663], [-2.8084, -1.1427, -3.3876], [-0.2630, -0.5192, -5.5340], [-0.4640, 1.0728, -6.2816], [-1.6366, -0.1043, -8.2833], [-3.8176, -0.8608, -9.1650], [-5.6890, -1.3141, -7.6048], [-5.3654, -1.0130, -5.1745], [-1.7521, 0.9030, 5.4933], [-0.6721, 0.5641, 4.4549], [0.0272, -0.7328, 4.9045], [0.3705, 1.6847, 4.4571], [-1.3000, 0.3530, 3.0716], [-1.3115, 1.1758, 6.4602], [-2.4150, 0.0449, 5.6506], [-2.3576, 1.7436, 5.1410], [0.2941, -0.7027, 5.9702], [0.9426, -0.8751, 4.3260], [-0.6233, -1.5946, 4.7291], [0.9050, 1.7172, 5.4151], [-0.1030, 2.6540, 4.2933], [1.0993, 1.5219, 3.6588], [-2.2876, -0.1372, 3.2331], [0.8114, -0.7757, 0.5591], [2.2268, -1.0558, 0.1001], [3.2408, 0.4413, 0.3031], [2.7878, 1.2172, 1.5568], [3.7180, 2.4067, 1.7705], [5.1451, 1.9416, 2.1245], [5.4417, 0.5247, 1.6100], [4.7829, 0.2546, 0.2564], [2.8883, -2.4811, 1.0092], [2.8549, -2.2109, 2.5235], [3.2517, -3.4488, 3.3263], [2.3417, -4.6273, 2.9957], [2.4009, -4.9259, 1.5000], [1.9999, -3.6998, 0.6800], [2.2460, -1.5259, -1.6534], [1.8127, -0.3323, -2.5450], [2.9976, 0.2479, -3.3132], [3.5667, -0.7968, -4.2860], [3.5521, -2.2150, -3.6753], [3.5618, -2.1553, -2.1476], [2.9313, 1.0408, -0.5585], [2.8041, 0.5778, 2.4432], [1.7558, 1.5412, 1.4316], [3.3233, 3.0464, 2.5609], [3.7346, 3.0050, 0.8533], [5.2807, 1.9574, 3.2076], [5.8724, 2.6415, 1.7060], [5.0955, -0.2146, 2.3351], [6.5201, 0.3828, 1.5200], [5.0525, -0.7484, -0.0756], [5.2023, 0.9484, -0.4772], [3.9166, -2.6676, 0.6774], [1.8377, -1.9130, 2.7902], [3.5171, -1.3861, 2.7823], [3.2092, -3.2172, 4.3923], [4.2884, -3.7165, 3.0897], [1.3124, -4.3731, 3.2731], [2.6327, -5.5075, 3.5723], [1.7442, -5.7607, 1.2485], [3.4225, -5.2210, 1.2336], [0.9605, -3.4372, 0.9025], [2.0520, -3.9423, -0.3834], [1.4552, -2.2802, -1.7063], [1.3177, 0.4383, -1.9510], [1.0591, -0.6760, -3.2548], [3.7769, 0.5680, -2.6135], [2.6831, 1.1367, -3.8635], [4.5854, -0.5184, -4.5654], [2.9723, -0.7920, -5.2030], [4.4076, -2.7903, -4.0313], [2.6520, -2.7493, -3.9937], [4.4247, -1.5687, -1.8251], [3.6820, -3.1579, -1.7325]],
  "gap_ev": [5.2482, 5.5708],
  "s_squared": 3.903,
  "spin_multiplicity": 4,
  "relative_energy_ev": 0.762
}

***

{
  "formula": "C41H71NO30",
  "method": "ωB97M-V/def2-TZVPD",
  "elements": ["C", "C", "C", "O", "C", "O", "O", "H", "H", "H", "H", "H", "H", "C", "C", "C", "O", "C", "O", "O", "H", "H", "H", "H", "H", "H", "C", "C", "C", "O", "C", "O", "O", "H", "H", "H", "H", "H", "H", "C", "C", "C", "O", "C", "O", "O", "H", "H", "H", "H", "H", "H", "C", "C", "C", "O", "C", "O", "O", "H", "H", "H", "H", "H", "H", "C", "C", "C", "O", "C", "O", "O", "H", "H", "H", "H", "H", "H", "C", "C", "C", "O", "C", "O", "O", "H", "H", "H", "H", "H", "H", "C", "C", "C", "O", "C", "O", "O", "H", "H", "H", "H", "H", "H", "C", "N", "O", "O", "H", "H", "H", "C", "O", "C", "C", "O", "C", "H", "H", "H", "H", "H", "H", "H", "H", "H", "H", "C", "O", "C", "C", "O", "C", "H", "H", "H", "H", "H", "H", "H", "H", "H", "H"],
  "positions_angstrom": [[12.8220, 11.8310, 15.3028], [13.5973, 13.1322, 15.3168], [13.7781, 13.7596, 16.7128], [15.0330, 14.3814, 16.6548], [15.7623, 13.7028, 15.7409], [16.9601, 13.7949, 15.6355], [14.9937, 12.8874, 14.9273], [11.8407, 11.9962, 15.7479], [13.3771, 11.1161, 15.8987], [12.6149, 11.3984, 14.3323], [13.3031, 13.9155, 14.6752], [13.7313, 13.0453, 17.6162], [13.1165, 14.5516, 17.0768], [14.6415, 16.3988, 10.6446], [13.3934, 15.7254, 11.1605], [12.3972, 15.3862, 10.0815], [12.7428, 14.0695, 9.6636], [13.4587, 13.5045, 10.6176], [13.6970, 12.3329, 10.7067], [13.7160, 14.4070, 11.6238], [14.4280, 17.4623, 10.4781], [15.1348, 15.8930, 9.7740], [15.3144, 16.3569, 11.4925], [13.0054, 16.3090, 12.0091], [12.4194, 16.0620, 9.1865], [11.4215, 15.3668, 10.5349], [9.7282, 18.2971, 13.8567], [10.8118, 19.2256, 13.4280], [11.7994, 18.7398, 12.2779], [11.5817, 19.6264, 11.2015], [10.7234, 20.6024, 11.5160], [10.5270, 21.5609, 10.8229], [10.2675, 20.4242, 12.7774], [9.3205, 17.7718, 13.0339], [8.9587, 18.8625, 14.4210], [10.1609, 17.4708, 14.4568], [11.3427, 19.6055, 14.3122], [11.4859, 17.7226, 11.9265], [12.8747, 18.7361, 12.5360], [15.6865, 20.8018, 7.7827], [15.5490, 21.0284, 9.2811], [14.3518, 20.4151, 10.0191], [14.8956, 20.0076, 11.2957], [16.2254, 20.0859, 11.2635], [17.0087, 19.7213, 12.1065], [16.6725, 20.4899, 10.0275], [15.5776, 19.7723, 7.4130], [16.6514, 21.2270, 7.4733], [14.9077, 21.3592, 7.2846], [15.4602, 22.0926, 9.4724], [13.9909, 19.5045, 9.5123], [13.5450, 21.1315, 10.2686], [21.5417, 14.2268, 16.5273], [20.9752, 15.6071, 15.9962], [19.4710, 15.6368, 16.0409], [19.2038, 16.9608, 16.4944], [20.3088, 17.5396, 17.0113], [20.3345, 18.5922, 17.5376], [21.3558, 16.6817, 16.8381], [21.2519, 13.4438, 15.8562], [21.1230, 14.0118, 17.5197], [22.5983, 14.2143, 16.6104], [21.4250, 15.8402, 15.0731], [19.0649, 14.8797, 16.6999], [19.0331, 15.4562, 15.0769], [19.1173, 20.2203, 20.6750], [18.1366, 20.4679, 19.5810], [17.5724, 19.2553, 18.7966], [16.1629, 19.3998, 18.8259], [15.8604, 20.4801, 19.5960], [14.7344, 20.8528, 19.8053], [16.9616, 20.9555, 20.2161], [19.2243, 21.0138, 21.3495], [20.0847, 20.1110, 20.1628], [18.8186, 19.2468, 21.1581], [18.4584, 21.2268, 18.9015], [17.9089, 18.3008, 19.1842], [17.9059, 19.2682, 17.7374], [16.4871, 11.4398, 11.8136], [15.6436, 10.3430, 12.5643], [14.6790, 9.6413, 11.6401], [14.6409, 8.3238, 12.1317], [15.7292, 8.1176, 12.9138], [16.0027, 7.0892, 13.5003], [16.4739, 9.2447, 12.9264], [17.2790, 11.7356, 12.4801], [15.8470, 12.2230, 11.4465], [16.9645, 11.0401, 10.9464], [15.1858, 10.7200, 13.4656], [15.0376, 9.6697, 10.5912], [13.6107, 9.9576, 11.7211], [17.0767, 16.8557, 13.4045], [16.0157, 17.1217, 14.4309], [15.3568, 18.4690, 14.5842], [13.9157, 18.1527, 14.6927], [13.7622, 16.8807, 14.2698], [12.6561, 16.3945, 14.1263], [14.9126, 16.2880, 14.0015], [16.9322, 17.2976, 12.4514], [17.1263, 15.7916, 13.2811], [17.9733, 17.2692, 13.7809], [16.3038, 16.6445, 15.3429], [15.4813, 19.0904, 13.7264], [15.6065, 19.0983, 15.4536], [19.1728, 20.5729, 15.0843], [18.7311, 21.4489, 16.2402], [19.5722, 21.9741, 16.9821], [17.5634, 21.5180, 16.3631], [18.5850, 20.8925, 14.2079], [18.8757, 19.5449, 15.3222], [20.2708, 20.7359, 14.9638], [16.7808, 24.0611, 11.7481], [15.8129, 23.0426, 12.0281], [14.4951, 23.4686, 12.1650], [13.6263, 22.5216, 12.9704], [13.6962, 22.7162, 14.3626], [14.9795, 22.4088, 14.8577], [16.3877, 25.0145, 12.1521], [16.9504, 24.1960, 10.6946], [17.7054, 23.7286, 12.1831], [14.0917, 23.5160, 11.1148], [14.4122, 24.3722, 12.7479], [13.8633, 21.5340, 12.7055], [12.5731, 22.6165, 12.6518], [15.6366, 23.2575, 14.9357], [15.4885, 21.8148, 14.1066], [14.8656, 21.8146, 15.7637], [11.4181, 17.0875, 18.4242], [11.3655, 15.7171, 18.5236], [10.0758, 15.1937, 18.7108], [9.9504, 13.6944, 18.2948], [9.9006, 13.4778, 16.9262], [9.3484, 12.1338, 16.6743], [12.5119, 17.3151, 18.2900], [11.1328, 17.5280, 19.3923], [10.8201, 17.4527, 17.6451], [9.3456, 15.7994, 18.1482], [9.8274, 15.2818, 19.7648], [9.0578, 13.2869, 18.7851], [10.7654, 13.1140, 18.7209], [8.4780, 11.9430, 17.3407], [10.0203, 11.2708, 16.9149], [8.9373, 11.9541, 15.6564]],
  "gap_ev": 9.9528
}

***

{
  "formula": "C41H75F9N3O26P5S2",
  "method": "ωB97M-V/def2-TZVPD",
  "elements": ["C", "C", "C", "O", "O", "C", "C", "C", "C", "C", "C", "C", "C", "N", "C", "C", "S", "O", "O", "C", "F", "F", "C", "F", "F", "C", "F", "F", "C", "F", "F", "F", "C", "S", "C", "O", "O", "C", "C", "C", "C", "C", "C", "N", "C", "N", "H", "H", "H", "H", "H", "H", "H", "H", "H", "H", "H", "H", "H", "H", "H", "H", "H", "H", "H", "H", "H", "H", "H", "H", "H", "H", "H", "H", "H", "H", "C", "O", "P", "O", "O", "C", "O", "C", "H", "H", "H", "H", "H", "H", "H", "H", "H", "C", "O", "P", "O", "O", "C", "O", "C", "H", "H", "H", "H", "H", "H", "H", "H", "H", "C", "O", "P", "O", "O", "C", "O", "C", "H", "H", "H", "H", "H", "H", "H", "H", "H", "C", "O", "P", "O", "O", "C", "O", "C", "H", "H", "H", "H", "H", "H", "H", "H", "H", "C", "O", "P", "O", "O", "C", "O", "C", "H", "H", "H", "H", "H", "H", "H", "H", "H"],
  "positions_angstrom": [[-9.2457, 5.9648, 2.1224], [-8.5504, 5.7593, 0.9740], [-7.5905, 4.6448, 0.8439], [-6.5229, 4.8310, 0.3135], [-7.9601, 3.4589, 1.4111], [-7.8345, 2.3492, 0.5146], [-7.9268, 1.0444, 1.3169], [-6.7946, 0.1026, 0.8956], [-6.6556, -1.1272, 1.8106], [-5.1951, -1.5616, 1.9849], [-4.4977, -1.9553, 0.6569], [-3.8331, -0.7574, 0.0253], [-2.6242, -0.2887, 0.6229], [-1.9988, 0.7516, 0.1811], [-2.5568, 1.3983, -0.8872], [-1.9331, 2.5770, -1.3775], [-0.3842, 3.1476, -0.6462], [0.5983, 3.4185, -1.6508], [0.1532, 2.2465, 0.3232], [-0.8412, 4.6451, 0.3974], [-1.1331, 4.1356, 1.6151], [-1.9765, 5.2497, 0.0102], [0.3160, 5.6508, 0.6296], [1.2416, 4.9966, 1.3577], [0.9204, 6.0017, -0.5148], [-0.0822, 6.9973, 1.3007], [-0.8752, 7.7212, 0.5099], [1.0798, 7.6878, 1.4171], [-0.6833, 6.9298, 2.7284], [-0.0869, 6.0371, 3.5009], [-0.6038, 8.1224, 3.3178], [-1.9868, 6.6423, 2.6182], [-2.5381, 3.2643, -2.4217], [-1.9079, 4.8166, -3.1047], [-3.2049, 6.0443, -3.1147], [-1.5133, 4.5320, -4.4610], [-0.8412, 5.4168, -2.3534], [-3.7253, 2.7502, -3.0291], [-4.4128, 3.4052, -4.2098], [-5.6723, 4.2429, -3.7992], [-4.3071, 1.5933, -2.5572], [-5.5692, 1.0204, -3.1471], [-5.3036, -0.0583, -4.2295], [-5.7763, 0.3162, -5.5770], [-3.7297, 0.9106, -1.4644], [-4.3843, -0.2060, -1.0134], [-9.9646, 5.2542, 2.5203], [-9.1379, 6.8948, 2.6750], [-8.6710, 6.4512, 0.1464], [-8.6624, 2.3602, -0.2025], [-6.9027, 2.3986, -0.0486], [-7.7620, 1.2920, 2.3655], [-8.8842, 0.5469, 1.1690], [-6.9215, -0.2409, -0.1317], [-5.8648, 0.6701, 0.9627], [-7.2053, -1.9846, 1.4144], [-7.0778, -0.9114, 2.7949], [-5.1903, -2.4636, 2.6016], [-4.6189, -0.8122, 2.5316], [-5.1728, -2.4512, -0.0356], [-3.6778, -2.6204, 0.9398], [-2.2132, -0.7950, 1.4897], [-2.7650, 7.0118, -2.9050], [-4.0148, 5.7632, -2.4466], [-3.6035, 6.0321, -4.1254], [-4.7722, 2.6437, -4.8959], [-3.7365, 4.0242, -4.7871], [-6.5873, 3.7803, -4.1586], [-5.5891, 5.2615, -4.1655], [-5.7099, 4.3024, -2.7099], [-6.2314, 1.7913, -3.5302], [-6.1098, 0.5351, -2.3381], [-4.2457, -0.3219, -4.2254], [-5.8590, -0.9512, -3.9380], [-6.2580, 1.2054, -5.5454], [-6.4801, -0.3482, -5.8681], [4.6717, 4.1799, -2.5599], [5.8617, 4.3851, -1.7678], [5.9757, 5.7937, -0.9825], [6.1287, 6.8348, -2.0179], [7.3333, 5.4214, -0.2105], [8.2791, 4.4745, -0.6897], [5.3937, 6.5292, 0.3334], [3.9575, 6.5310, 0.4766], [4.7237, 3.1751, -2.9701], [3.7727, 4.2648, -1.9498], [4.6362, 4.9027, -3.3741], [8.6291, 4.7346, -1.6894], [7.8538, 3.4731, -0.6846], [9.1289, 4.4875, -0.0097], [3.5680, 5.5155, 0.5404], [3.4991, 7.0436, -0.3718], [3.7122, 7.0639, 1.3902], [9.9651, 3.7030, 4.2859], [11.1067, 2.9059, 4.6444], [12.2296, 2.6332, 3.4670], [11.3867, 1.7633, 2.5898], [13.2322, 1.8713, 4.4644], [12.8687, 1.3866, 5.7531], [13.4899, 2.8426, 2.4199], [13.4608, 3.9942, 1.5612], [9.3629, 3.8308, 5.1818], [10.2681, 4.6850, 3.9237], [9.3779, 3.1923, 3.5238], [12.0248, 0.7005, 5.6898], [12.6372, 2.2085, 6.4269], [13.7316, 0.8514, 6.1440], [13.4665, 4.9192, 2.1399], [12.5754, 3.9676, 0.9215], [14.3516, 3.9650, 0.9402], [2.8222, -4.6562, 2.9819], [1.4697, -5.1507, 2.9888], [0.5317, -4.7789, 1.6964], [0.3331, -3.3177, 1.9232], [-0.6883, -5.6858, 2.2341], [-0.8061, -6.1416, 3.5834], [-0.0743, -4.9338, 0.1772], [0.8665, -4.8570, -0.9136], [3.3126, -5.0385, 3.8733], [3.3649, -5.0068, 2.1047], [2.8214, -3.5670, 3.0069], [-0.7971, -5.3073, 4.2844], [-0.0080, -6.8418, 3.8161], [-1.7548, -6.6681, 3.6719], [1.6088, -5.6529, -0.8438], [1.3720, -3.8891, -0.9054], [0.3162, -4.9659, -1.8435], [-4.8266, -11.7895, 1.6233], [-5.3712, -10.8310, 2.5499], [-4.4295, -9.5709, 2.9372], [-3.2990, -10.1266, 3.7071], [-5.5413, -8.8288, 3.8221], [-6.6203, -9.4980, 4.4646], [-3.9251, -8.1541, 2.3424], [-3.3474, -8.1495, 1.0207], [-5.5980, -12.5298, 1.4292], [-4.5512, -11.3131, 0.6824], [-3.9563, -12.2786, 2.0594], [-6.2568, -10.2798, 5.1318], [-7.3081, -9.9159, 3.7322], [-7.1520, -8.7528, 5.0524], [-4.0733, -8.4930, 0.2814], [-2.4649, -8.7924, 0.9959], [-3.0531, -7.1313, 0.7838], [7.2576, -6.6866, -5.0733], [5.8332, -6.5695, -4.9328], [5.2809, -5.4997, -3.8052], [5.7763, -6.2664, -2.6170], [3.7262, -5.7052, -4.1107], [3.2094, -6.7875, -4.8809], [5.0343, -4.0704, -3.0334], [6.0867, -3.0898, -3.0850], [7.4478, -7.3814, -5.8875], [7.7097, -5.7260, -5.3184], [7.6906, -7.0765, -4.1534], [3.5098, -7.7454, -4.4579], [3.5308, -6.7146, -5.9175], [2.1247, -6.7095, -4.8489], [6.2891, -2.7821, -4.1116], [6.9973, -3.4906, -2.6345], [5.7577, -2.2237, -2.5186]],
  "gap_ev": 8.2464
}